{"formula": "C2H3N5O", "method": "ωB97M-V/def2-TZVPD", "species": ["H", "N", "C", "C", "N", "N", "N", "N", "O", "H", "H"], "positions_angstrom": [[-1.59, -2.04, -0.77], [-1.64, -1.11, -0.50], [-0.54, -0.70, -0.36], [0.75, -1.30, -0.34], [1.81, -0.65, 0.05], [1.74, 0.55, 0.61], [0.61, 1.26, 0.51], [-0.41, 0.76, -0.07], [-1.64, 1.28, 0.13], [0.96, -2.29, -0.53], [-2.34, 0.37, 0.17]], "gap_ha": 0.3244, "homo_ev": -9.537, "smiles": "[H]/N=c1\\cnnnn1O", "charge": 0}

{"formula": "CH5O2PS", "method": "ωB97M-V/def2-TZVPD", "species": ["C", "O", "O", "P", "S", "H", "H", "H", "H", "H"], "positions_angstrom": [[1.78, -0.13, 0.24], [-1.63, 1.61, 0.19], [0.60, 0.59, 0.18], [-0.63, 0.80, -0.79], [-1.92, -1.78, -0.57], [1.76, -0.74, -0.60], [1.86, -0.88, 1.04], [2.60, 0.52, 0.32], [-1.37, 1.31, 1.16], [-3.04, -1.29, -1.17]], "gap_ha": [0.2491, 0.2544], "homo_ev": [-6.055, -9.399], "spin_multiplicity": 3, "charge": 0}

{"formula": "C4H10N2O", "method": "ωB97M-V/def2-TZVPD", "species": ["O", "C", "C", "C", "C", "N", "N", "H", "H", "H", "H", "H", "H", "H", "H", "H", "H"], "positions_angstrom": [[1.62, -1.87, 0.96], [1.88, -0.82, 0.27], [0.80, 0.09, -0.24], [-0.59, -0.20, 0.28], [-1.68, 0.78, -0.13], [-2.29, 1.61, 0.92], [0.83, 0.10, -1.74], [2.92, -0.69, -0.08], [1.09, 1.15, -0.04], [-0.62, -0.36, 1.37], [-0.81, -1.18, -0.16], [-2.44, 0.22, -0.69], [-1.22, 1.50, -0.80], [-2.71, 1.05, 1.63], [-2.99, 2.21, 0.50], [0.83, -0.79, -2.21], [0.22, 0.81, -2.15]], "gap_ha": [0.1221, 0.2513], "homo_ev": [0.513, -3.155], "spin_multiplicity": 2, "charge": -1}

{"formula": "C4H12N3", "method": "ωB97M-V/def2-TZVPD", "species": ["N", "C", "C", "N", "C", "C", "N", "H", "H", "H", "H", "H", "H", "H", "H", "H", "H", "H", "H"], "positions_angstrom": [[1.47, -0.70, 2.33], [0.62, -1.34, 1.36], [-0.05, -0.63, 0.43], [-0.82, 0.52, 1.03], [-0.42, -0.78, -1.01], [0.03, 0.38, -1.89], [-0.65, 1.62, -1.49], [2.28, -0.26, 1.94], [1.73, -1.45, 2.95], [0.64, -2.43, 1.41], [-0.20, 0.88, 1.78], [-0.84, 1.24, 0.24], [-1.70, 0.36, 1.52], [-1.50, -0.88, -1.06], [-0.02, -1.72, -1.43], [1.11, 0.60, -1.75], [-0.09, 0.33, -2.99], [-1.41, 1.80, -2.12], [-0.17, 2.47, -1.24]], "gap_ha": 0.3319, "homo_ev": -12.729, "smiles": "N/C=C(\\[NH3+])CCN", "charge": 1}

Results for energy: -11614.724; -25334.065; -9336.127; -8804.901 (in eV, following the order of the records).
Results for energy above the lowest of the compared OMol25 structures with the same formula, charge and spin: 6.106; 0.710; 0.714; 2.833 (in eV, following the order of the records).